ORCA calculation (wB97M-V/def2-TZVPD) on a 11-piece molecular cluster, C47H75Cl2NO45P4S2 overall at a distorted geometry.

Structure (XYZ):
```
176
Properties=species:S:1:pos:R:3
C 5.544 -0.090 1.184
C 5.467 1.272 0.283
P 4.631 0.929 -1.283
C 5.927 0.701 -2.621
C 6.368 -0.859 -2.758
C 3.081 1.964 -1.876
O 2.044 1.655 -0.974
C 0.934 0.876 -0.976
C 1.048 -0.680 -0.487
C 2.343 -1.018 0.372
C 2.024 -2.391 1.153
O 2.396 -2.641 2.304
O 1.298 -3.325 0.368
P -0.168 0.699 -2.559
P -2.120 1.605 -2.468
O -2.271 2.948 -1.791
O -2.584 1.844 -4.114
O -3.254 0.429 -1.930
S -0.039 1.617 0.489
C -1.659 0.854 0.824
O 0.807 1.351 1.733
O -0.171 3.104 0.401
C 2.938 1.283 -3.289
Cl 2.943 -0.589 -3.263
C 2.747 1.707 -4.590
C 2.605 0.734 -5.865
Cl 2.596 3.432 -4.946
C 3.345 3.538 -1.726
C 3.828 4.050 -0.288
C 3.063 3.662 1.026
C 4.008 4.178 2.253
S 3.042 4.714 3.726
O 1.927 3.745 3.936
O 2.621 6.144 3.599
O 4.120 4.637 5.031
N 4.353 4.136 -2.637
O 5.644 3.664 -2.483
P 1.797 4.641 -2.025
O 2.080 5.779 -3.050
O 1.274 5.504 -0.681
O 0.487 3.806 -2.660
H 6.541 -0.181 1.711
H 5.253 -1.007 0.579
H 4.767 0.066 2.016
H 5.168 2.069 1.018
H 6.584 1.490 0.083
H 6.876 1.230 -2.251
H 5.695 1.171 -3.624
H 5.570 -1.461 -2.221
H 6.444 -1.133 -3.854
H 7.366 -1.009 -2.216
H 1.047 -1.395 -1.377
H 0.151 -1.010 0.123
H 2.702 -0.207 1.066
H 3.158 -1.329 -0.372
H 0.945 -4.034 0.942
H -0.502 -0.707 -2.706
H -1.923 2.476 -4.463
H -3.784 0.106 -2.687
H -1.838 -0.120 0.275
H -1.725 0.609 1.941
H -2.498 1.598 0.627
H 2.400 1.344 -6.792
H 3.585 0.174 -5.952
H 1.734 0.016 -5.673
H 3.776 5.201 -0.357
H 4.943 3.870 -0.077
H 3.066 2.528 1.144
H 2.054 4.109 1.235
H 4.821 3.439 2.525
H 4.518 5.126 1.850
H 4.157 3.673 5.240
H 4.427 5.146 -2.415
H 6.300 4.379 -2.588
H 0.876 6.346 -0.975
H -0.079 4.502 -3.067
C -3.528 -4.217 -0.425
C -2.406 -5.176 -0.183
O -1.322 -4.587 -0.904
C -1.592 -3.260 -1.012
O -0.814 -2.440 -1.413
O -2.856 -2.976 -0.606
H -4.219 -4.166 0.416
H -4.091 -4.447 -1.330
H -2.133 -5.245 0.872
H -2.625 -6.177 -0.558
C 5.139 -2.134 4.993
C 6.283 -3.069 5.253
O 7.353 -2.473 4.527
C 7.062 -1.152 4.394
O 7.827 -0.331 3.981
O 5.790 -0.884 4.791
H 4.444 -2.080 5.831
H 4.583 -2.393 4.087
H 6.556 -3.113 6.311
H 6.085 -4.080 4.895
C -8.085 -0.913 -2.567
C -7.359 -0.069 -1.564
O -6.717 -1.036 -0.740
C -6.584 -2.169 -1.476
O -5.936 -3.118 -1.138
O -7.276 -2.085 -2.643
H -8.162 -0.436 -3.533
H -9.088 -1.197 -2.230
H -6.598 0.566 -2.023
H -8.033 0.556 -0.978
C 10.699 2.196 -3.021
C 10.959 3.201 -1.938
O 9.844 3.030 -1.071
C 9.370 1.771 -1.270
O 8.543 1.246 -0.586
O 9.957 1.187 -2.348
H 11.619 1.788 -3.441
H 10.089 2.603 -3.832
H 11.876 2.989 -1.381
H 11.004 4.222 -2.317
C -8.866 4.388 -2.232
C -9.379 4.581 -3.628
O -8.800 3.488 -4.332
C -8.528 2.521 -3.420
O -8.189 1.405 -3.697
O -8.688 2.978 -2.152
H -9.572 4.735 -1.476
H -7.902 4.876 -2.068
H -10.468 4.504 -3.689
H -9.066 5.532 -4.060
C -6.664 -7.158 -3.279
C -5.945 -6.310 -2.279
O -5.302 -7.269 -1.445
C -5.163 -8.408 -2.179
O -4.515 -9.354 -1.838
O -5.852 -8.328 -3.348
H -6.739 -6.679 -4.249
H -7.666 -7.442 -2.944
H -5.184 -5.675 -2.740
H -6.623 -5.684 -1.699
C -1.393 -9.175 1.887
C -0.996 -8.981 3.320
O -1.206 -7.589 3.523
C -2.121 -7.183 2.603
O -2.647 -6.109 2.601
O -2.362 -8.154 1.685
H -1.823 -10.160 1.701
H -0.561 -9.015 1.196
H -1.634 -9.539 4.011
H 0.044 -9.249 3.505
C 0.488 2.063 6.503
C -1.003 1.950 6.590
O -1.207 0.549 6.745
C -0.063 0.031 7.269
O 0.046 -1.087 7.678
O 0.940 0.949 7.269
H 0.860 2.997 6.922
H 0.858 1.960 5.480
H -1.413 2.467 7.462
H -1.502 2.319 5.693
C -10.523 -3.573 -6.460
C -9.800 -2.724 -5.457
O -9.159 -3.685 -4.627
C -9.023 -4.821 -5.363
O -8.378 -5.771 -5.027
O -9.714 -4.740 -6.530
H -10.598 -3.093 -7.436
H -11.524 -3.856 -6.125
H -9.037 -2.089 -5.917
H -10.477 -2.098 -4.875
C 1.172 6.200 7.201
C 1.450 7.174 8.305
O 0.332 7.000 9.170
C -0.163 5.753 8.941
O -0.996 5.224 9.613
O 0.416 5.187 7.847
H 2.083 5.785 6.769
H 0.567 6.635 6.401
H 2.364 6.934 8.856
H 1.511 8.203 7.950
```

The SMILES is CCP(CC)[C@](O[C@](CCC(=O)O)(PP(=O)(O)O)S(C)(=O)=O)(/C(Cl)=C(/C)Cl)[C@@](CCCS(=O)(=O)O)(NO)P(=O)(O)O.O=C1OCCO1.O=C1OCCO1.O=C1OCCO1.O=C1OCCO1.O=C1OCCO1.O=C1OCCO1.O=C1OCCO1.O=C1OCCO1.O=C1OCCO1.O=C1OCCO1. As for the LUMO energy: 0.0321 eV.

ORCA calculation (wB97M-V/def2-TZVPD) on one molecule with the formula C5H3F3 at a distorted geometry.

Structure (XYZ):
```
11
Properties=species:S:1:pos:R:3
C 0.231 1.352 0.211
C 0.243 -0.034 -0.095
C -1.041 -0.592 -0.064
C -2.177 -0.790 -0.121
C 1.227 -0.993 -0.104
H -0.435 2.064 -0.439
H -0.187 1.479 1.301
H -3.288 -0.998 -0.569
F 1.625 1.748 -0.108
F 1.222 -2.347 0.199
F 2.580 -0.890 -0.210
```

The value obtained for the relative energy (zero: lowest compared OMol25 entry of this formula, charge and spin) is 3.407 eV. The SMILES is C#CC(CF)=C(F)F. As for the LUMO energy: 0.4916 eV.

ORCA calculation (wB97M-V/def2-TZVPD) on one molecule with the formula C7H9N3O2 at a distorted geometry.

Structure (XYZ):
```
21
Properties=species:S:1:pos:R:3
C 0.460 -0.027 -3.729
C 0.884 0.428 -2.498
C 0.153 -1.661 -2.417
C -0.026 -2.749 -1.519
C 0.394 -2.318 -0.303
C -0.144 1.554 1.893
C -0.388 0.353 0.992
N 0.022 -1.304 -3.679
N 0.669 -0.625 -1.669
N 0.922 -1.041 -0.400
O -1.134 -0.647 1.588
O 0.916 -0.122 0.620
H 0.448 0.513 -4.655
H 1.280 1.367 -2.175
H -0.416 -3.714 -1.765
H 0.423 -2.825 0.640
H 0.452 1.248 2.750
H -1.098 1.946 2.232
H 0.395 2.322 1.349
H -0.943 0.636 0.086
H -0.755 -0.861 2.450
```

The value obtained for the relative energy (zero: lowest compared OMol25 entry of this formula, charge and spin) is 0.922 eV. The spin multiplicity is 3. As for the LUMO energy (spin up / spin down): 0.7814 / -2.0753 eV. The expectation value of S² is 2.029.